{"formula": "C28H24F15GeN4O3S5SbTc", "method": "ωB97M-V/def2-TZVPD", "species": ["H", "C", "O", "H", "N", "C", "H", "F", "F", "C", "H", "C", "S", "F", "F", "H", "F", "O", "C", "C", "C", "C", "H", "C", "Tc", "H", "C", "Sb", "C", "H", "F", "C", "C", "C", "S", "F", "C", "C", "F", "N", "F", "C", "H", "H", "C", "H", "F", "C", "C", "C", "C", "H", "F", "H", "C", "H", "N", "C", "Ge", "F", "C", "H", "S", "H", "C", "F", "C", "S", "F", "N", "C", "H", "H", "H", "F", "H", "H", "H", "H", "H", "O", "S"], "xyz": [[1.529342, 4.715628, 1.087532], [-1.798147, 1.271947, 3.460493], [2.593823, -0.607029, 0.853801], [-2.283934, -1.803419, 1.931480], [-0.167401, -0.097388, 2.070461], [-1.985637, -7.772688, 1.879256], [-0.797743, 2.879271, 1.728771], [6.054923, -6.048683, -0.587222], [-3.096520, -7.793056, 3.944849], [-1.292708, -5.132672, 2.341640], [-3.254427, -1.113491, 3.211863], [2.016718, -5.337614, -0.313993], [0.685834, 1.558388, -0.489692], [0.870200, -6.035889, -3.100830], [-3.998788, -3.635220, -3.118376], [2.572715, 2.223224, 4.225585], [-3.047046, -4.833954, -5.358882], [0.957276, 2.595375, 2.358508], [3.967248, -6.635866, 0.304100], [4.762417, -5.825182, -0.501244], [-1.075999, -5.459038, -4.254364], [-2.605721, -0.856082, 2.372478], [4.704584, -1.733600, -1.408894], [-3.417839, -0.057435, 1.361508], [0.235659, -0.519148, -0.105530], [-0.923235, 1.828390, 3.794767], [-2.387655, -7.138003, 3.053123], [-0.045012, 1.425146, -3.143368], [-3.791752, 1.321940, 1.905150], [-2.415533, 1.111592, 4.346990], [-0.621031, -6.029239, -5.349360], [2.839858, -4.546032, -1.102938], [-2.327159, -4.846539, -4.258671], [-2.634998, 2.111299, 2.504816], [-1.811905, 2.609586, -2.584530], [-2.514859, -3.646678, -0.854057], [4.416479, -0.687847, -1.335675], [2.358794, 4.444895, 1.731676], [-2.307285, -9.029567, 1.661530], [-2.634782, 0.013295, 0.113733], [-0.975377, -3.844375, 2.598184], [-1.404759, -0.113803, 2.954284], [-4.358127, -0.588792, 1.184511], [4.745450, -0.241802, -0.400582], [-0.792320, -4.861426, -1.922387], [2.636908, 5.302560, 2.340978], [4.509705, -7.628254, 0.976378], [1.984545, 3.270800, 2.584717], [-0.321976, -5.451304, -3.089061], [2.606194, -6.374488, 0.397273], [-2.041707, -4.255219, -1.963748], [-1.693446, 1.985553, 0.636639], [2.298001, -3.504303, -1.769980], [-3.081667, 0.620321, -0.576560], [4.198264, -4.761753, -1.204758], [-4.517915, 1.167522, 2.705165], [2.799005, 2.967532, 3.584095], [-2.042427, -5.808874, 3.286359], [0.148340, -4.958927, -0.261077], [4.965067, -3.960828, -1.936266], [-2.817750, -4.233935, -3.105931], [-2.670836, -0.911365, -0.315188], [0.173181, -2.632322, 0.300399], [-4.307444, 1.913681, 1.145042], [-1.244134, -7.052309, 0.957472], [-0.835608, -7.645818, -0.167199], [2.292888, -0.624017, -0.309345], [1.747995, 1.225259, -4.338838], [1.866072, -7.151163, 1.181264], [-1.770390, 2.669808, 1.400358], [-0.883930, -5.729142, 1.162430], [-1.082342, -0.685715, 3.827851], [-3.016365, 2.984385, 3.034375], [-2.174924, 3.526989, 1.015910], [-2.433380, -5.202406, 4.397163], [0.392972, -0.875512, 2.418511], [4.751220, -0.123091, -2.201356], [0.398896, 0.746457, 2.274008], [3.219659, 4.187436, 1.115900], [3.602181, 3.539274, 3.793427], [2.936400, -0.637525, -1.405234], [-0.489769, -0.856606, -2.155870]], "forces_ev_per_a": [[0.0, 0.0, 0.0], [0.0, 0.0, 0.0], [0.0, -0.1, 0.2], [-0.1, 0.0, 0.0], [0.3, 0.0, -0.1], [0.0, 0.1, 0.1], [-0.2, 0.0, -0.1], [-0.2, 0.0, 0.0], [0.1, 0.1, -0.1], [-0.1, -0.1, 0.1], [0.0, 0.0, 0.0], [0.1, 0.1, 0.0], [0.0, -0.4, 0.5], [0.1, 0.0, 0.0], [0.0, 0.0, 0.0], [0.0, 0.0, 0.0], [0.1, 0.0, 0.2], [-0.3, -0.2, -0.1], [0.0, 0.1, -0.1], [0.0, 0.0, 0.0], [-0.1, 0.1, 0.1], [0.1, -0.1, 0.0], [0.0, 0.1, 0.0], [-0.1, -0.1, 0.1], [-0.2, 0.7, -0.2], [0.0, 0.0, 0.0], [0.0, 0.0, 0.0], [-0.1, -0.3, -0.2], [0.0, 0.0, 0.0], [0.0, 0.0, 0.0], [0.0, 0.0, 0.0], [0.2, 0.0, 0.0], [0.0, 0.0, 0.0], [-0.1, -0.1, 0.1], [0.0, 0.2, 0.1], [0.0, 0.0, 0.0], [0.1, 0.0, 0.0], [0.0, 0.0, 0.0], [0.0, 0.0, 0.0], [0.1, 0.0, -0.2], [0.0, 0.1, 0.0], [-0.1, -0.1, 0.0], [0.0, 0.0, 0.0], [0.0, 0.0, -0.1], [-0.1, 0.1, -0.1], [0.0, 0.0, 0.0], [0.0, 0.0, 0.0], [0.0, 0.2, 0.0], [-0.2, 0.0, -0.2], [0.2, -0.1, 0.0], [-0.1, 0.0, -0.2], [0.1, 0.0, 0.0], [0.0, 0.0, 0.0], [0.0, 0.0, 0.1], [-0.1, -0.1, 0.1], [0.0, 0.0, 0.0], [0.1, 0.0, 0.2], [0.0, -0.1, -0.1], [0.0, -0.4, 0.0], [0.0, 0.0, 0.0], [0.1, -0.1, 0.0], [0.0, 0.1, 0.0], [0.1, 0.3, 0.1], [0.0, 0.0, 0.0], [-0.1, -0.1, 0.2], [0.1, 0.0, -0.1], [-0.1, -0.1, 0.0], [0.1, 0.0, -0.1], [0.0, 0.0, 0.0], [0.4, 0.2, -0.1], [0.0, 0.1, 0.1], [0.0, 0.1, 0.0], [0.0, -0.1, 0.0], [0.0, -0.1, 0.0], [0.0, 0.0, 0.0], [0.1, 0.1, 0.0], [0.0, -0.1, 0.1], [-0.2, -0.1, 0.0], [0.1, 0.0, -0.1], [0.0, 0.0, 0.0], [0.0, -0.1, 0.0], [0.0, -0.1, 0.0]], "lowdin_charge": [0.084, -0.081, 0.067, 0.092, -0.038, -0.120, 0.105, 0.193, 0.192, -0.209, 0.146, -0.154, 0.304, 0.134, 0.155, 0.135, 0.191, -0.119, -0.120, -0.100, -0.121, -0.103, 0.091, -0.346, 0.682, 0.119, -0.101, 0.184, -0.080, 0.152, 0.181, -0.232, -0.101, -0.246, 0.057, 0.043, 0.082, 0.021, 0.183, 0.007, 0.018, -0.282, 0.157, 0.109, -0.156, 0.104, 0.182, -0.535, -0.205, -0.196, -0.245, 0.045, 0.055, 0.067, -0.125, 0.147, 0.219, -0.127, 0.984, 0.140, -0.134, 0.044, 0.531, 0.137, -0.221, 0.119, -0.756, 0.136, 0.134, 0.213, -0.147, 0.157, 0.166, 0.176, 0.155, 0.074, 0.115, 0.048, 0.103, 0.138, -0.064, 0.191], "multiplicity": 1, "de_lowest_ev": 0.370, "e_tot_ha": -7411.989861, "total_charge": 3, "e_homo_ev": -16.270}